[1]
{"formula": "C6H15O3P", "method": "ωB97M-V/def2-TZVPD", "smiles": "CCOC(OCC)[P@H](C)=O", "total_charge": 0, "relative_energy_ev": 2.4129, "orbital_gap_ev": 10.39, "lumo_ev": 0.851, "species": ["C", "C", "O", "C", "O", "C", "C", "P", "C", "O", "H", "H", "H", "H", "H", "H", "H", "H", "H", "H", "H", "H", "H", "H", "H"], "coordinates": [[-2.2224, 1.8773, 1.1459], [-2.0070, 0.7942, 0.1211], [-0.6530, 0.5700, -0.0125], [-0.0707, -0.5819, -0.5018], [0.4906, -0.3419, -1.7766], [1.8443, 0.3921, -1.7655], [2.9904, -0.5943, -1.5682], [0.8554, -1.2029, 0.9551], [-0.4216, -2.0382, 1.9615], [1.6535, -0.2274, 1.6566], [-1.7617, 1.4863, 2.0160], [-1.6779, 2.7162, 0.6823], [-3.2560, 2.1723, 1.1351], [-2.3170, 1.1755, -0.9356], [-2.5532, -0.2639, 0.1878], [-0.7932, -1.3808, -0.8076], [1.7219, 1.1409, -2.6458], [1.8180, 0.8511, -0.8040], [3.9654, -0.1913, -2.0697], [3.0858, -0.6985, -0.5827], [2.8336, -1.5821, -1.8722], [1.6334, -2.2936, 0.4109], [-1.2703, -1.5165, 2.3675], [-0.8410, -2.9106, 1.3451], [0.0005, -2.2673, 3.0291]], "forces_ev_per_a": [[0.446, -0.260, -2.261], [-2.357, -1.776, -3.703], [1.699, 0.436, 1.257], [-1.091, -0.609, -1.973], [2.098, 0.301, 0.451], [-2.608, -0.572, -0.573], [1.397, 2.338, -4.591], [-0.827, -1.918, -0.790], [0.286, -1.515, 1.034], [1.463, 1.658, 1.152], [0.025, 0.405, 1.399], [0.082, -0.095, 0.816], [-0.479, -0.113, 0.714], [-0.163, -0.459, 1.619], [0.763, 2.201, 0.560], [-0.093, 0.460, 0.740], [0.835, -1.604, 1.528], [-0.092, 1.531, 0.267], [-1.637, -0.774, 1.113], [1.084, 0.008, 4.094], [-0.533, -1.362, -1.378], [-0.583, 0.277, 0.314], [-0.517, 1.098, -0.813], [0.816, 0.834, 1.316], [-0.016, -0.490, -2.292]]}

=====

[2]
{"formula": "C6H13N2", "method": "ωB97M-V/def2-TZVPD", "total_charge": 1, "relative_energy_ev": 6.0106, "orbital_gap_ev": [6.07, 8.83], "lumo_ev": [-5.207, -4.107], "species": ["C", "C", "C", "C", "C", "C", "N", "N", "H", "H", "H", "H", "H", "H", "H", "H", "H", "H", "H", "H", "H"], "coordinates": [[0.2293, -0.7628, 1.6101], [1.3439, 1.1845, 0.6706], [1.0397, 0.8646, -0.7744], [-0.9503, -0.6927, 0.7508], [-1.4798, -1.8724, -0.0259], [-1.8756, 0.3623, 1.0287], [1.2026, 0.0776, 1.6493], [2.1836, 0.5171, -1.6640], [0.3760, -1.6781, 2.2149], [2.4367, 1.2339, 0.9096], [0.6530, 1.9341, 1.0558], [0.4691, 1.6313, -1.3555], [-2.1432, -2.3031, 0.7508], [-0.6343, -2.6885, -0.1325], [-2.0989, -1.5174, -0.8329], [-1.8092, 1.3551, 0.4094], [-1.6791, 0.9673, 1.8526], [-2.9591, 0.0925, 1.0611], [1.8632, 0.7069, -2.6466], [2.6001, -0.3972, -1.4336], [2.8904, 1.1328, -1.4392]], "forces_ev_per_a": [[1.358, 0.344, -0.646], [0.640, -2.017, 0.486], [-1.893, 1.014, 0.249], [1.054, -0.615, -1.353], [2.109, -1.056, 2.445], [-2.209, 3.151, -1.712], [-1.001, -1.918, 0.418], [-1.883, -1.279, -0.230], [-0.336, 0.523, 0.041], [-0.595, 1.724, -0.829], [0.663, 0.710, -0.306], [0.184, -0.770, 0.818], [-0.201, -0.227, -0.495], [-1.894, 1.722, -0.623], [0.165, -0.425, -0.618], [-0.226, -2.047, -0.377], [0.567, 0.082, 2.567], [0.889, 0.001, -0.288], [0.809, -0.992, 0.995], [-0.571, -0.081, -0.812], [2.371, 2.156, 0.271]]}

=====

[3]
{"formula": "C25H29Cl2HfN7O3S2", "method": "ωB97M-V/def2-TZVPD", "total_charge": 2, "orbital_gap_ev": 5.98, "lumo_ev": -6.754, "species": ["Hf", "C", "O", "C", "C", "C", "C", "C", "C", "N", "N", "C", "C", "C", "C", "O", "C", "N", "C", "C", "C", "C", "H", "H", "H", "H", "H", "H", "H", "H", "H", "H", "H", "H", "Cl", "C", "Cl", "H", "H", "C", "O", "C", "S", "S", "H", "H", "H", "C", "N", "C", "N", "C", "N", "C", "N", "C", "C", "H", "H", "H", "H", "H", "H", "H", "H", "H", "H", "H", "H"], "coordinates": [[2.6204, -0.5875, 0.8591], [-4.7997, 2.1573, -2.2978], [-4.9585, 0.8914, -2.9296], [-4.6391, -0.2151, -2.2302], [-4.1179, -0.1978, -0.9327], [-3.8164, -1.3912, -0.2934], [-4.0449, -2.6063, -0.9334], [-4.6211, -2.6077, -2.2031], [-4.8932, -1.4294, -2.8615], [-3.8380, -3.9353, -0.4166], [-3.0133, -4.2222, 0.4660], [-1.9512, -3.3845, 0.8868], [-1.8120, -3.0696, 2.2120], [-0.6925, -2.3454, 2.6693], [0.2931, -1.9866, 1.8046], [1.4092, -1.2586, 2.1777], [0.2130, -2.3437, 0.4549], [1.2687, -1.9652, -0.3592], [1.1945, -2.3122, -1.6445], [0.1486, -3.0457, -2.1899], [-0.8927, -3.4305, -1.3801], [-0.8992, -3.0565, -0.0263], [-5.0924, 2.8979, -3.0343], [-3.7587, 2.3117, -2.0059], [-5.4505, 2.2385, -1.4242], [-3.9783, 0.7382, -0.4154], [-3.4749, -1.3589, 0.7319], [-4.8485, -3.5630, -2.6600], [-5.3361, -1.4191, -3.8483], [-2.5859, -3.3740, 2.9047], [-0.5982, -2.0845, 3.7167], [2.0105, -2.0084, -2.2841], [0.1778, -3.3147, -3.2359], [-1.7024, -4.0252, -1.7823], [4.3426, -1.5457, -1.3683], [5.2516, -2.5055, -0.1637], [4.2801, -2.6559, 1.3337], [6.1650, -1.9779, 0.0798], [5.4131, -3.4985, -0.5628], [5.4979, 2.4142, 4.2476], [5.5063, 2.0167, 2.8378], [4.6709, 1.1758, 2.3518], [3.4323, 0.3776, 3.1922], [4.8489, 0.7971, 0.6824], [5.1259, 3.4325, 4.2844], [6.5346, 2.3714, 4.5605], [4.8807, 1.7442, 4.8365], [2.1281, 2.3231, -0.6099], [1.2701, 3.4380, -0.8744], [0.1419, 3.0171, -1.7049], [-0.6488, 1.9859, -1.0207], [0.1764, 0.8436, -0.7612], [1.3923, 1.1850, 0.1192], [0.7972, 1.8289, 1.4000], [-0.0312, 2.9588, 1.1012], [0.7555, 3.9727, 0.3897], [-1.1417, 2.5361, 0.2474], [2.9639, 2.6276, 0.0127], [2.5093, 1.9112, -1.5462], [0.5091, 2.6258, -2.6545], [-0.4939, 3.8780, -1.9048], [0.5601, 0.4472, -1.7012], [-0.4060, 0.0767, -0.2516], [1.6267, 2.1401, 2.0302], [0.2184, 1.0624, 1.9148], [1.5886, 4.2936, 1.0158], [0.1227, 4.8336, 0.1827], [-1.7796, 3.3941, 0.0390], [-1.7290, 1.7782, 0.7697]], "forces_ev_per_a": [[1.384, 1.010, -0.497], [-0.070, -0.133, -0.015], [0.080, -0.063, 0.105], [-0.042, 0.336, 0.036], [0.002, -0.124, -0.058], [0.009, 0.006, 0.165], [0.334, -0.514, -0.086], [-0.033, -0.001, -0.243], [-0.009, -0.197, -0.044], [-0.187, 0.526, 0.594], [0.079, -0.104, -0.645], [-0.082, 0.140, 0.019], [0.077, 0.112, 0.103], [-0.243, -0.137, 0.362], [0.419, 0.348, 0.111], [-1.322, -0.759, 0.495], [0.170, -0.102, -0.245], [-0.464, -0.202, 0.035], [0.147, 0.071, 0.003], [0.008, -0.020, 0.012], [-0.079, 0.011, -0.043], [-0.206, -0.125, -0.078], [0.014, 0.003, -0.013], [0.043, 0.052, -0.007], [0.021, 0.008, -0.002], [-0.006, 0.015, 0.077], [0.064, -0.010, 0.000], [-0.020, 0.030, 0.005], [0.010, -0.018, 0.014], [0.042, 0.028, 0.026], [-0.037, 0.001, -0.035], [0.006, 0.009, -0.007], [0.002, 0.016, 0.012], [-0.018, 0.006, 0.017], [0.097, -0.145, 0.055], [-0.083, 0.068, 0.003], [0.112, -0.260, -0.065], [0.023, 0.055, 0.000], [0.006, -0.037, -0.031], [0.023, -0.058, -0.135], [0.031, 0.074, 0.174], [0.066, -0.154, -0.097], [-0.127, -0.004, -0.101], [0.070, 0.082, -0.021], [-0.021, 0.027, -0.002], [0.021, 0.019, 0.012], [-0.013, -0.036, -0.010], [-0.068, -0.129, -0.035], [-0.048, -0.059, 0.046], [-0.031, -0.007, 0.021], [0.068, 0.052, 0.047], [0.083, 0.061, 0.023], [-0.367, 0.264, 0.195], [-0.061, 0.137, -0.132], [0.037, -0.084, -0.125], [-0.001, -0.012, -0.011], [-0.021, -0.016, -0.016], [0.020, 0.035, 0.039], [0.038, 0.001, -0.024], [0.008, -0.010, -0.002], [-0.001, 0.000, -0.018], [0.011, -0.020, -0.037], [-0.019, -0.007, 0.051], [0.071, -0.002, 0.004], [-0.016, -0.053, 0.013], [0.009, -0.002, 0.010], [-0.001, 0.014, -0.002], [-0.001, -0.001, 0.003], [-0.004, -0.013, -0.009]]}

=====

[4]
{"formula": "C17H41N4O8S", "method": "ωB97M-V/def2-TZVPD", "total_charge": 1, "orbital_gap_ev": 7.21, "lumo_ev": -3.896, "species": ["C", "C", "O", "C", "C", "O", "C", "C", "O", "C", "N", "C", "C", "C", "S", "O", "O", "O", "C", "N", "N", "H", "H", "H", "H", "H", "H", "H", "H", "H", "H", "H", "H", "H", "H", "H", "H", "H", "H", "H", "H", "H", "H", "H", "H", "H", "H", "C", "O", "C", "C", "N", "C", "C", "O", "C", "H", "H", "H", "H", "H", "H", "H", "H", "H", "H", "H", "H", "H", "H", "H"], "coordinates": [[-0.1533, 3.8939, 2.3884], [-0.0902, 4.1055, 3.8888], [-1.4088, 4.1096, 4.3939], [-1.5229, 3.5620, 5.6883], [-2.9811, 3.6651, 6.1666], [-3.9123, 3.7410, 5.1146], [-4.4622, 2.5219, 4.6823], [-3.5413, 1.8870, 3.6475], [-4.3235, 0.9923, 2.8551], [-3.6489, 0.1609, 1.9753], [-2.2813, 0.6414, 1.5909], [-1.1826, -0.2541, 2.0587], [0.1911, 0.0009, 1.4155], [0.6766, -1.0489, 0.4174], [0.9349, -2.6177, 1.2327], [1.4528, -2.4007, 2.5383], [-0.2805, -3.3581, 1.0620], [2.0893, -3.2739, 0.3798], [-2.2523, 0.9349, 0.2469], [-2.1709, 0.0075, -0.7057], [-2.3971, 2.2092, -0.1361], [-0.8666, 4.5912, 1.9449], [-0.4622, 2.8655, 2.1789], [0.8311, 4.0432, 1.9427], [0.4093, 5.0523, 4.1183], [0.4955, 3.3052, 4.3560], [-0.8904, 4.1140, 6.3936], [-1.1823, 2.5166, 5.6835], [-3.1846, 2.8055, 6.8158], [-3.1161, 4.5628, 6.7677], [-4.6266, 1.8390, 5.5224], [-5.4240, 2.7281, 4.2126], [-3.1432, 2.6891, 3.0270], [-2.7187, 1.3512, 4.1341], [-4.2751, 0.0877, 1.0817], [-3.5273, -0.8465, 2.3872], [-1.4601, -1.3112, 1.9907], [-1.0903, -0.0414, 3.1227], [0.2742, 0.9975, 0.9752], [0.9088, -0.0243, 2.2354], [1.6336, -0.7600, -0.0126], [-0.0242, -1.2848, -0.3793], [1.8916, -3.2223, -0.5706], [-2.1046, -0.9567, -0.3994], [-1.6146, 0.2117, -1.5266], [-1.9161, 2.9407, 0.3678], [-3.0827, 2.4669, -0.8302], [5.3893, -1.8028, -6.0544], [4.0659, -1.7916, -6.5528], [3.5345, -3.0714, -6.8699], [2.4382, -3.4581, -5.9013], [2.9753, -3.7039, -4.5699], [1.9815, -3.8556, -3.5231], [1.0569, -2.6764, -3.2301], [1.7038, -1.5419, -2.6622], [2.3244, -0.6656, -3.5964], [5.7354, -0.7710, -6.0399], [5.4534, -2.2082, -5.0375], [6.0529, -2.3857, -6.6988], [4.3257, -3.8263, -6.8867], [3.1039, -3.0105, -7.8722], [1.9469, -4.3672, -6.2603], [1.6918, -2.6508, -5.9180], [3.6063, -2.9519, -4.3257], [2.5200, -4.0998, -2.6006], [1.3551, -4.7224, -3.7570], [0.3299, -3.0136, -2.4798], [0.4791, -2.3745, -4.1105], [1.7775, -0.6414, -4.5414], [3.3609, -0.9427, -3.7934], [2.3220, 0.3324, -3.1582]], "forces_ev_per_a": [[0.125, -0.106, 0.038], [0.044, -0.003, 0.000], [-0.048, -0.088, -0.052], [-0.033, 0.115, 0.066], [0.202, 0.022, 0.016], [-0.372, -0.025, 0.207], [0.259, -0.186, -0.139], [-0.162, -0.097, 0.056], [-0.039, 0.088, -0.077], [-0.196, 0.595, 0.341], [0.722, -0.870, -0.776], [-0.011, 0.019, 0.268], [0.048, -0.224, 0.240], [0.177, 0.054, 0.095], [-0.420, -0.024, -0.031], [0.222, -0.023, 0.062], [-0.060, -0.069, -0.115], [0.089, 0.157, 0.014], [-0.323, 0.370, -0.192], [0.675, -0.195, 0.564], [-0.137, -0.136, -0.023], [0.046, 0.037, -0.016], [-0.122, 0.018, 0.003], [-0.033, 0.073, -0.050], [-0.030, 0.016, 0.050], [0.015, -0.010, -0.013], [0.049, -0.099, 0.046], [0.007, 0.003, -0.067], [-0.082, 0.037, 0.022], [0.016, 0.095, -0.106], [-0.067, 0.022, 0.012], [0.015, 0.086, 0.006], [0.137, -0.033, 0.026], [0.058, 0.057, -0.039], [-0.003, -0.053, -0.002], [0.152, 0.058, 0.091], [-0.016, 0.022, -0.148], [-0.104, -0.021, 0.031], [-0.125, -0.006, -0.034], [0.089, 0.168, -0.048], [-0.042, 0.087, -0.081], [0.165, 0.124, -0.156], [0.012, -0.112, -0.015], [-0.245, 0.026, -0.038], [-0.457, 0.162, -0.241], [-0.591, -0.005, 0.558], [0.491, -0.021, -0.485], [0.032, 0.039, -0.073], [-0.001, -0.029, 0.149], [-0.058, -0.012, -0.142], [0.009, -0.005, 0.069], [-0.072, 0.211, -0.006], [0.118, -0.034, 0.023], [-0.127, -0.072, 0.053], [-0.111, -0.103, 0.086], [0.040, 0.073, 0.095], [-0.006, 0.001, 0.004], [0.006, -0.040, -0.018], [0.008, 0.005, 0.005], [-0.013, -0.010, 0.067], [0.039, 0.011, -0.013], [0.002, -0.007, 0.015], [-0.026, -0.027, -0.061], [0.051, -0.050, -0.002], [-0.023, -0.054, -0.002], [-0.016, 0.015, -0.007], [-0.005, 0.027, 0.000], [0.076, 0.005, -0.043], [0.017, -0.016, -0.011], [-0.022, -0.029, -0.056], [-0.015, -0.002, 0.003]]}

=====

no.,strongest force on any atom (Eh/bohr)
1,0.1038
2,0.0819
3,0.0347
4,0.0267